[1]
C6H7NO2 | ωB97M-V with the def2-TZVPD basis set

Values from the calculation:
- 2S+1: 1
- Energy above the lowest of the compared OMol25 structures with the same formula, charge and spin: 3.304 eV
- Net charge: 0

Bonds (Å) are listed after each position.
Positions of all 16 atoms, in Å:
1 C 0.91372 2.32514 -2.02283  C2 1.520, H10 1.066, H11 0.966, H12 1.277
2 C 0.17290 1.10717 -1.49678  C1 1.520, O3 1.198, N4 1.415
3 O -0.39818 0.31795 -2.19442  C2 1.198
4 N 0.10950 1.09404 -0.08300  C2 1.415, C5 1.493, H13 1.174
5 C -0.13363 -0.22588 0.57102  N4 1.493, C6 1.323, O9 1.337
6 C -0.25361 -1.46832 0.13343  C5 1.323, C7 1.483, H14 1.116
7 C -0.31405 -2.31732 1.34731  C6 1.483, C8 1.336, H15 0.981
8 C -0.20812 -1.39952 2.31304  C7 1.336, O9 1.354, H16 1.315
9 O -0.05651 -0.11839 1.90181  C5 1.337, C8 1.354
10 H 0.21553 2.91140 -2.57585  C1 1.066
11 H 1.46260 2.79983 -1.38494  C1 0.966
12 H 1.67787 1.98164 -2.98654  C1 1.277
13 H -0.60501 1.72678 0.60147  N4 1.174
14 H -0.19016 -1.85472 -0.91177  C6 1.116
15 H -0.54047 -3.25706 1.51279  C7 0.981
16 H -0.21266 -1.69041 3.59564  C8 1.315

Here are the Mulliken charges for atoms 1 to 4, given in e: atom 1 (C): -1.06, atom 2 (C): 0.54, atom 3 (O): -0.53, atom 4 (N): -0.20

[2]
C30H16Cl66FN2O2PS2 | ωB97M-V with the def2-TZVPD basis set

Values from the calculation:
- 2S+1: 1
- Net charge: 0

Bonds (Å) are listed after each position.
Positions of all 120 atoms, in Å:
1 C -5.15300 1.97646 3.51786  C2 1.520, H25 1.083, H26 1.082, H27 1.081
2 C -4.07838 2.80782 2.83614  C1 1.520, S3 1.824, H28 1.080, H29 1.079
3 S -3.75182 2.20291 1.14660  C2 1.824, C4 1.801
4 C -1.97183 2.39545 0.95391  S3 1.801, C5 1.497, H30 1.077, H31 1.077
5 C -1.12307 1.32508 1.56687  C4 1.497, C6 1.363, C24 1.398
6 C -0.30506 1.49715 2.64367  C5 1.363, Cl7 1.728, C8 1.424
7 Cl -0.36108 3.05478 3.39051  C6 1.728
8 C 0.52201 0.46201 3.16417  C6 1.424, P9 1.831, C13 1.382
9 P 1.61376 0.83639 4.58519  C8 1.831, O10 1.582, O11 1.572, S12 1.937
10 O 0.72165 0.69799 5.88467  P9 1.582, H32 0.965
11 O 2.73689 -0.25713 4.69742  P9 1.572, H33 0.966
12 S 2.50136 2.55702 4.52632  P9 1.937
13 C 0.42288 -0.78196 2.57119  C8 1.382, C14 1.496, C18 1.403
14 C 1.14850 -2.00420 3.03864  C13 1.496, F15 1.396, C16 1.523, H34 1.076
15 F 1.06177 -2.09136 4.42927  C14 1.396
16 C 2.56703 -2.10728 2.49430  C14 1.523, C17 1.517, H35 1.085, H36 1.081
17 C 3.48405 -3.00229 3.30671  C16 1.517, H37 1.075, H38 1.082, H39 1.081
18 C -0.41061 -0.97040 1.45805  C13 1.403, N19 1.376, C24 1.377
19 N -0.44799 -2.20998 0.86076  C18 1.376, C20 1.281
20 C -1.23536 -2.35873 -0.13818  N19 1.281, Cl21 1.722, C22 1.410
21 Cl -1.29797 -3.92357 -0.85427  C20 1.722
22 C -2.01122 -1.28925 -0.63124  C20 1.410, N23 1.285, H40 1.071
23 N -1.96774 -0.10310 -0.13870  C22 1.285, C24 1.369
24 C -1.16512 0.06742 0.95760  C5 1.398, C18 1.377, N23 1.369
25 H -5.14204 0.94520 3.18883  C1 1.083
26 H -6.13787 2.38639 3.33501  C1 1.082
27 H -4.99898 1.99628 4.58757  C1 1.081
28 H -3.15252 2.76369 3.39071  C2 1.080
29 H -4.43374 3.82137 2.73687  C2 1.079
30 H -1.81827 2.29000 -0.10674  C4 1.077
31 H -1.63284 3.38349 1.21429  C4 1.077
32 H 0.62276 1.57378 6.27738  O10 0.965
33 H 2.77586 -0.57405 5.60872  O11 0.966
34 H 0.63824 -2.88872 2.69932  C14 1.076
35 H 2.47057 -2.54047 1.50416  C16 1.085
36 H 2.99372 -1.12400 2.35715  C16 1.081
37 H 3.43902 -2.79489 4.36101  C17 1.075
38 H 3.24910 -4.03883 3.10273  C17 1.082
39 H 4.47842 -2.84188 2.91335  C17 1.081
40 H -2.62871 -1.42303 -1.49661  C22 1.071
41 C -4.32224 1.01524 8.10076  Cl42 1.764, Cl43 1.765, Cl44 1.768, Cl45 1.765
42 Cl -3.73763 1.91543 9.50029  C41 1.764
43 Cl -6.04925 1.30694 7.88649  C41 1.765
44 Cl -3.45541 1.54977 6.65572  C41 1.768
45 Cl -4.04401 -0.70995 8.34731  C41 1.765
46 C -2.88094 -3.58797 -4.78492  Cl47 1.763, Cl48 1.772, Cl49 1.760, Cl50 1.764
47 Cl -3.05169 -2.54550 -6.19685  C46 1.763
48 Cl -4.21167 -4.75755 -4.73441  C46 1.772
49 Cl -1.34666 -4.44497 -4.87477  C46 1.760
50 Cl -2.92313 -2.60240 -3.32293  C46 1.764
51 C 3.99131 6.73742 3.80240  Cl52 1.767, Cl53 1.767, Cl54 1.769, Cl55 1.757
52 Cl 4.32651 7.60776 5.30286  C51 1.767
53 Cl 2.25743 6.78998 3.46811  C51 1.767
54 Cl 4.86669 7.50853 2.47225  C51 1.769
55 Cl 4.50345 5.06368 3.95896  C51 1.757
56 C 0.91375 -0.66598 -4.27840  Cl57 1.762, Cl58 1.765, Cl59 1.765, Cl60 1.767
57 Cl 1.75202 0.87810 -4.40672  C56 1.762
58 Cl -0.05444 -0.94295 -5.72833  C56 1.765
59 Cl 2.09038 -1.96807 -4.09458  C56 1.765
60 Cl -0.15637 -0.62916 -2.87249  C56 1.767
61 C -7.36361 -1.59984 -6.35540  Cl62 1.765, Cl63 1.769, Cl64 1.759, Cl65 1.772
62 Cl -7.18701 -0.03907 -5.55073  C61 1.765
63 Cl -6.83805 -1.46360 -8.03880  C61 1.769
64 Cl -6.36162 -2.79106 -5.53650  C61 1.759
65 Cl -9.06501 -2.09371 -6.31633  C61 1.772
66 C -8.46719 -6.81556 -6.52176  Cl67 1.765, Cl68 1.764, Cl69 1.765, Cl70 1.769
67 Cl -9.00589 -7.66802 -7.97076  C66 1.765
68 Cl -8.74187 -5.08344 -6.70905  C66 1.764
69 Cl -9.36516 -7.40655 -5.12233  C66 1.765
70 Cl -6.73962 -7.10983 -6.27865  C66 1.769
71 C 7.18076 -3.44660 0.97504  Cl72 1.771, Cl73 1.764, Cl74 1.764, Cl75 1.762
72 Cl 7.90405 -3.57898 -0.63624  C71 1.771
73 Cl 6.06216 -4.79073 1.21026  C71 1.764
74 Cl 8.45664 -3.52889 2.18987  C71 1.764
75 Cl 6.32497 -1.91705 1.15852  C71 1.762
76 C -4.65017 2.61206 -2.89888  Cl77 1.763, Cl78 1.768, Cl79 1.765, Cl80 1.767
77 Cl -4.36972 4.24236 -2.28923  C76 1.763
78 Cl -4.22142 2.53978 -4.61302  C76 1.768
79 Cl -3.65819 1.46535 -1.99637  C76 1.765
80 Cl -6.35512 2.19205 -2.70049  C76 1.767
81 C -2.40791 -0.55535 -10.03017  Cl82 1.768, Cl83 1.763, Cl84 1.768, Cl85 1.764
82 Cl -3.90243 -1.17955 -9.32180  C81 1.768
83 Cl -2.69286 1.07187 -10.64636  C81 1.763
84 Cl -1.13778 -0.50339 -8.80178  C81 1.768
85 Cl -1.89722 -1.60473 -11.35339  C81 1.764
86 C 9.77394 -0.79163 -3.87886  Cl87 1.765, Cl88 1.762, Cl89 1.764, Cl90 1.771
87 Cl 11.03571 -1.67809 -4.73702  C86 1.765
88 Cl 10.47322 0.58495 -3.02966  C86 1.762
89 Cl 8.57711 -0.20175 -5.03295  C86 1.764
90 Cl 9.00390 -1.87394 -2.70798  C86 1.771
91 C 6.98715 2.45148 -0.10189  Cl92 1.769, Cl93 1.763, Cl94 1.763, Cl95 1.766
92 Cl 5.54433 1.82627 0.70846  C91 1.769
93 Cl 6.51216 3.68969 -1.26423  C91 1.763
94 Cl 8.08161 3.15303 1.08894  C91 1.763
95 Cl 7.82083 1.15655 -0.96566  C91 1.766
96 C -0.42551 -5.99904 -8.57286  Cl97 1.765, Cl98 1.764, Cl99 1.768, Cl100 1.765
97 Cl -1.90842 -6.64125 -7.86224  C96 1.765
98 Cl -0.71957 -4.37038 -9.18315  C96 1.764
99 Cl 0.84907 -5.94304 -7.34929  C96 1.768
100 Cl 0.08698 -7.04259 -9.90026  C96 1.765
101 C -2.54876 3.76832 13.21614  Cl102 1.763, Cl103 1.768, Cl104 1.764, Cl105 1.764
102 Cl -2.17146 5.37422 13.83932  C101 1.763
103 Cl -2.09206 3.67689 11.51108  C101 1.768
104 Cl -1.65231 2.55397 14.12843  C101 1.764
105 Cl -4.27995 3.46446 13.37047  C101 1.764
106 C 11.40485 5.33489 0.18154  Cl107 1.766, Cl108 1.764, Cl109 1.765, Cl110 1.764
107 Cl 11.19422 3.90473 -0.83328  C106 1.766
108 Cl 10.78240 6.75184 -0.66411  C106 1.764
109 Cl 10.51661 5.11762 1.69150  C106 1.765
110 Cl 13.11874 5.56130 0.53368  C106 1.764
111 C -4.37675 -2.57576 3.24303  Cl112 1.766, Cl113 1.763, Cl114 1.764, Cl115 1.763
112 Cl -3.81653 -1.68112 4.65855  C111 1.766
113 Cl -6.09627 -2.29282 2.97326  C111 1.763
114 Cl -3.45108 -1.98982 1.86064  C111 1.764
115 Cl -4.09180 -4.29984 3.47802  C111 1.763
116 C 0.73650 4.16514 -2.47956  Cl117 1.766, Cl118 1.766, Cl119 1.766, Cl120 1.765
117 Cl -0.78697 3.27346 -2.43101  C116 1.766
118 Cl 1.94286 3.31024 -1.51397  C116 1.766
119 Cl 1.29579 4.30039 -4.14925  C116 1.766
120 Cl 0.48831 5.78018 -1.81346  C116 1.765

Here are the Mulliken charges for atoms 1 to 4, given in e: atom 1 (C): -0.87, atom 2 (C): 0.06, atom 3 (S): -0.01, atom 4 (C): -0.09

[3]
C5H13NO | ωB97M-V with the def2-TZVPD basis set

Values from the calculation:
- 2S+1: 1
- Energy above the lowest of the compared OMol25 structures with the same formula, charge and spin: 1.698 eV
- Net charge: 0

Bonds (Å) are listed after each position.
Positions of all 20 atoms, in Å:
1 C 1.71370 1.65747 -0.38906  C2 1.523, H7 1.026, H8 1.096, H9 1.108
2 C 1.22063 0.29873 0.09069  C1 1.523, C3 1.550, N6 1.496, H10 1.109
3 C 1.04364 -0.69558 -1.08527  C2 1.550, C4 1.563, H11 1.216, H12 1.036
4 C -0.11029 -1.66237 -0.66549  C3 1.563, C5 1.514, H13 1.094, H14 1.076
5 C -0.45942 -1.31465 0.76593  C4 1.514, N6 1.555, H15 1.186, H16 1.068
6 N -0.08765 0.19446 0.80953  C2 1.496, C5 1.555, H17 1.008
7 H 2.39623 1.39650 -1.10864  C1 1.026
8 H 2.26198 2.15695 0.41850  C1 1.096
9 H 0.90473 2.40429 -0.51504  C1 1.108
10 H 1.99332 -0.11385 0.77041  C2 1.109
11 H 0.67553 0.01221 -2.00339  C3 1.216
12 H 1.92006 -1.16048 -1.38348  C3 1.036
13 H -0.94869 -1.32822 -1.28381  C4 1.094
14 H 0.19505 -2.68732 -0.78177  C4 1.076
15 H 0.15809 -1.97821 1.53106  C5 1.186
16 H -1.51136 -1.41586 0.92334  C5 1.068
17 H 0.03208 0.45544 1.77563  N6 1.008
18 O -2.83176 1.23778 0.37504  H19 0.910, H20 0.941
19 H -1.99458 0.89154 0.28927  O18 0.910
20 H -3.26445 0.40198 0.40004  O18 0.941

Here are the Mulliken charges for atoms 1 to 4, given in e: atom 1 (C): -1.54, atom 2 (C): 0.45, atom 3 (C): -0.96, atom 4 (C): -0.32

| no. | HOMO level (eV) | orbital gap (Eh) | lowest unoccupied orbital energy (eV) |
| --- | --- | --- | --- |
| 1 | -8.43 | 0.33230 | 0.61 |
| 2 | -8.55 | 0.27122 | -1.17 |
| 3 | -9.46 | 0.38185 | 0.93 |